(1)
The following is a DFT calculation (ωB97M-V with the def2-TZVPD basis set) of a cluster of 3 separate species, C22H52N7 in total.

HOMO-LUMO gap = 0.2461 Ha
Strongest force on any atom = 1.62 eV/A
LUMO energy = -3.1324 eV
Highest occupied orbital energy = -0.361 Ha
Total charge = +1

Each line ends with the Mulliken charge.
CARTESIAN COORDINATES (ANGSTROEM)
C  3.00148  2.49360  0.57052  -1.2989
C  3.41720  1.07408  0.09955  -0.1867
C  3.02694  0.07258  1.16998  0.0840
C  3.51657  -1.39851  1.00203  -0.9487
N  4.30848  -1.73974  -0.17441  -0.2376
C  3.61344  -2.29910  -1.26517  -0.2623
C  4.53547  -3.07404  -2.22807  -0.7495
C  4.15035  -2.78623  -3.66914  -0.7837
N  2.68787  -2.78877  -3.86839  -0.3228
C  2.03542  -2.06888  -2.96380  0.1596
N  0.74052  -2.04583  -2.90518  -0.1006
C  -0.03804  -1.26464  -1.95590  0.0809
C  -0.48735  -2.07078  -0.77809  -0.2589
N  -1.71284  -2.22338  -0.60603  -0.3964
N  2.76650  -1.34412  -2.05235  0.0517
H  2.04970  2.74090  0.12294  0.3408
H  3.71867  3.23656  0.26103  0.3709
H  2.86394  2.52628  1.63785  0.2609
H  4.49346  1.10867  -0.00226  0.3797
H  2.91718  0.92081  -0.84333  -0.1309
H  1.95158  0.06743  1.31761  0.1660
H  3.43737  0.44515  2.09689  0.3804
H  2.65036  -2.04398  1.00186  0.0692
H  4.07343  -1.66443  1.89092  0.5757
H  4.99289  -1.04224  -0.43293  0.3223
H  2.93174  -3.03409  -0.85765  0.3509
H  4.45595  -4.12822  -2.00562  0.3097
H  5.57768  -2.82529  -2.07859  0.3602
H  4.53392  -1.80727  -3.91300  0.3234
H  4.60871  -3.47566  -4.35749  0.4509
H  2.32949  -3.73469  -3.96652  0.3264
H  0.22000  -2.59745  -3.57657  0.3070
H  0.50293  -0.40728  -1.59044  0.1160
H  -0.93943  -0.89912  -2.42483  0.0209
H  0.23237  -2.52081  -0.09399  0.2500
H  -1.89162  -2.77517  0.23216  0.2824
H  3.32778  -0.61941  -2.48922  0.3427
C  -4.20631  1.20017  -6.09203  -1.4218
C  -4.57599  0.40209  -4.85097  -0.3570
N  -3.73837  0.70125  -3.70223  0.2902
C  -3.90357  -0.24097  -2.60788  -0.5159
C  -5.26191  -0.31133  -1.90280  -1.3681
C  -3.66916  2.10420  -3.32406  -0.6451
C  -4.97899  2.82256  -2.97857  -1.0258
H  -3.15370  1.06445  -6.34568  0.3234
H  -4.80418  0.86018  -6.93803  0.4359
H  -4.39789  2.26631  -5.96817  0.3030
H  -4.45402  -0.65920  -5.08535  0.4438
H  -5.64489  0.55224  -4.63885  0.2792
H  -3.13183  -0.04338  -1.85819  0.1841
H  -3.67455  -1.23993  -2.99567  0.4255
H  -5.42591  0.54109  -1.24554  0.2587
H  -5.30406  -1.20588  -1.27795  0.4497
H  -6.09091  -0.36929  -2.60801  0.2920
H  -3.18849  2.64954  -4.14007  0.4114
H  -2.97667  2.19950  -2.48282  0.3267
H  -5.77639  2.59295  -3.68591  0.2531
H  -4.82300  3.90259  -3.00710  0.3805
H  -5.32916  2.57962  -1.97683  0.2824
C  -0.33350  1.67375  7.76538  -1.4257
C  -0.71572  0.96202  6.47679  -0.3312
N  -0.25324  1.64683  5.28233  0.1545
C  -0.84062  1.13550  4.05899  -0.8427
C  -0.51953  -0.30779  3.64332  -0.5417
C  1.16982  1.92847  5.22868  -0.6812
C  2.14142  0.74516  5.32873  -0.6592
H  -0.68446  2.70610  7.75972  0.3385
H  -0.79165  1.16553  8.61419  0.4335
H  0.74439  1.67465  7.93191  0.2962
H  -1.80682  0.91354  6.43152  0.4526
H  -0.35949  -0.07906  6.52744  0.2543
H  -0.57033  1.80577  3.23711  0.3375
H  -1.92716  1.22386  4.15386  0.4069
H  0.49239  -0.40407  3.24727  -0.1146
H  -1.20485  -0.62051  2.85009  0.3270
H  -0.63537  -1.01149  4.46770  0.3272
H  1.40826  2.63050  6.03069  0.3601
H  1.37428  2.48409  4.30903  0.2739
H  1.86411  0.03875  6.11169  0.2842
H  3.14296  1.11075  5.56575  0.3867
H  2.21498  0.20192  4.38609  -0.0485

=====

(2)
The following is a DFT calculation (ωB97M-V with the def2-TZVPD basis set) of a cluster of 3 separate species, C15H26N4O in total.

SMILES = [H]/N=C(\C)C[C@H]1CCC(=O)N1.CCCC#N.CCCC#N
HOMO-LUMO gap = 0.3937 Ha
Strongest force on any atom = 0.69 eV/A
LUMO energy = 0.7375 eV
Highest occupied orbital energy = -0.367 Ha

Each line ends with the Mulliken charge.
CARTESIAN COORDINATES (ANGSTROEM)
C  1.01772  0.73592  0.95110  -1.1283
C  -0.04752  -0.03174  1.66933  0.9738
N  -0.20833  -0.08785  2.92498  -0.8637
C  -1.04826  -0.76659  0.80766  -1.0336
C  -2.06754  0.17260  0.14384  0.1481
C  -3.52675  -0.33736  0.18913  -0.8249
C  -4.37151  0.95187  0.18046  -0.4895
C  -3.32114  2.05039  0.18647  0.2779
O  -3.41266  3.14250  -0.28747  -0.5396
N  -2.09425  1.52385  0.77131  -0.3126
H  1.78784  1.09480  1.63317  0.4544
H  0.55706  1.60317  0.47470  0.1454
H  1.50106  0.14226  0.17368  0.2330
H  0.51277  0.46185  3.39638  0.2945
H  -0.51741  -1.31584  0.02448  0.2657
H  -1.56427  -1.49148  1.43823  0.4445
H  -1.79634  0.33595  -0.90291  0.3564
H  -3.69264  -0.92433  1.09325  0.3596
H  -3.76118  -0.97386  -0.66497  0.3532
H  -4.94504  1.06435  1.10424  0.2745
H  -5.05323  1.05614  -0.66000  0.2932
H  -2.31403  1.35166  1.75909  0.2936
C  0.87941  -5.43815  0.91093  -1.1700
C  1.77421  -4.58561  1.80015  -0.6024
C  1.76609  -3.10598  1.40140  0.2579
C  2.23701  -2.89461  0.03186  0.2778
N  2.59198  -2.75081  -1.04919  -0.5252
H  1.21862  -5.41568  -0.12567  0.3568
H  0.88094  -6.47659  1.24137  0.3554
H  -0.15216  -5.08034  0.93606  0.2793
H  2.79978  -4.95795  1.76778  0.3281
H  1.44322  -4.65094  2.83784  0.3362
H  2.39240  -2.51721  2.07321  0.3324
H  0.75411  -2.70176  1.46611  -0.2076
C  0.32575  3.70110  -2.10872  -0.9530
C  1.57167  4.10105  -2.88855  -0.4951
C  2.56921  2.94618  -3.04270  -0.4435
C  3.03953  2.45676  -1.74654  0.2997
N  3.35751  2.08005  -0.71158  -0.4587
H  0.57633  3.40081  -1.09039  0.1878
H  -0.37777  4.53020  -2.04479  0.3791
H  -0.18840  2.86555  -2.58822  0.2821
H  2.07036  4.93818  -2.39643  0.3108
H  1.29620  4.43874  -3.88916  0.3107
H  3.43892  3.25027  -3.62685  0.3165
H  2.10071  2.10849  -3.56407  0.2693

=====

(3)
The following is a DFT calculation (ωB97M-V with the def2-TZVPD basis set) of a structure of composition C3H3Li2NdO3.

HOMO-LUMO gap (spin up / spin down) = 0.2650 / 0.2732 Ha
2S+1 = 4
Strongest force on any atom = 7.55 eV/A
<S²> = 3.767
LUMO energy (spin up / spin down) = -7.9247 / -7.9004 eV
Highest occupied orbital energy (spin up / spin down) = -0.556 / -0.563 Ha
Total charge = +2

Each line ends with the Mulliken charge.
CARTESIAN COORDINATES (ANGSTROEM)
O  -0.46923  0.54540  0.00768  -0.1686
C  0.47156  1.50201  0.29579  -0.1186
C  -0.65336  -0.53047  0.92426  -0.2945
O  0.88398  1.95339  -0.79828  -0.6433
C  -0.47421  -1.81550  0.49003  -0.6442
Li  2.36985  3.11377  -1.20225  0.9392
H  -1.49777  -0.20562  1.53465  0.4878
H  -0.92817  -2.58319  1.12327  0.3379
H  0.52263  -2.14961  0.17872  0.2768
Li  1.00108  1.02263  2.35306  0.9473
Nd  -0.54466  0.61704  -2.58858  1.6577
O  -0.68172  -1.46986  -2.31836  -0.7776

=====

(4)
The following is a DFT calculation (ωB97M-V with the def2-TZVPD basis set) of an isolated molecule of C3H6N2O2.

SMILES = [H]/N=C(/C=O)ONC
HOMO-LUMO gap = 0.3315 Ha
Strongest force on any atom = 5.39 eV/A
LUMO energy = -0.0202 eV
Highest occupied orbital energy = -0.332 Ha

Each line ends with the Mulliken charge.
CARTESIAN COORDINATES (ANGSTROEM)
C  1.42193  -1.96554  1.09972  0.0537
C  0.90500  -1.10240  0.03483  0.5334
C  -1.52244  1.48291  -0.34570  -0.8067
N  0.77947  -1.31250  -1.16240  -0.5118
N  -0.13452  1.15640  -0.22108  -0.2976
O  2.38329  -1.83465  1.82162  -0.4162
O  0.33857  0.33003  0.80235  -0.2617
H  0.67666  -2.75844  1.22745  0.2592
H  -2.10814  0.48227  -0.38624  0.2495
H  -1.76575  2.16785  0.38388  0.3540
H  -1.64342  1.92576  -1.23751  0.3314
H  0.31560  -0.59330  -1.70242  0.3213
H  0.35375  2.02160  -0.31449  0.1914

=====

(5)
The following is a DFT calculation (ωB97M-V with the def2-TZVPD basis set) of a structure of composition C5H10NO3P.

HOMO-LUMO gap = 0.3777 Ha
Strongest force on any atom = 4.47 eV/A
LUMO energy = 0.7053 eV
Highest occupied orbital energy = -0.352 Ha

Each line ends with the Mulliken charge.
CARTESIAN COORDINATES (ANGSTROEM)
C  1.67447  -1.05683  -1.61432  0.2567
C  -1.40321  1.93393  -0.53175  -1.3478
C  -0.79600  0.47025  -0.52927  -0.3443
C  0.50749  0.30002  0.33733  -0.9853
C  1.58523  -0.97317  -0.14473  0.8640
N  1.41370  -2.26797  0.52316  -0.6412
O  1.05377  -1.54524  -2.53861  -0.5708
O  2.89981  -0.43514  -1.82876  -0.3383
O  4.22185  -1.78947  -0.11384  -0.4648
P  3.45395  -0.34920  -0.19613  0.1355
H  -1.82738  2.19770  0.37639  0.3611
H  -0.73619  2.59972  -0.99213  0.4180
H  -2.25369  1.79880  -1.23961  0.3475
H  -0.49835  0.16120  -1.59210  0.2389
H  -1.55503  -0.18622  -0.36686  0.4803
H  0.93938  1.38655  0.35188  0.3256
H  0.26061  0.00285  1.27852  0.3525
H  3.63718  -2.60119  -0.00569  0.3523
H  0.86135  -2.07428  1.42262  0.2921
H  0.87337  -2.94105  -0.05147  0.2681

=====

(6)
The following is a DFT calculation (ωB97M-V with the def2-TZVPD basis set) of a structure of composition C3H8N2O.

HOMO-LUMO gap = 0.3378 Ha
Strongest force on any atom = 3.75 eV/A
LUMO energy = 0.7399 eV
Highest occupied orbital energy = -0.311 Ha

Each line ends with the Mulliken charge.
CARTESIAN COORDINATES (ANGSTROEM)
C  -1.23561  -1.07393  -0.41297  -0.4926
C  -0.23706  1.59373  0.20170  -0.9008
N  0.13345  0.19314  0.07951  0.2047
C  1.48619  -0.09971  -0.17941  0.0236
O  -0.44950  -0.61247  1.12053  -0.5296
N  2.12318  -1.08166  0.28865  -0.6756
H  1.52080  -1.60206  0.93470  0.3042
H  1.95276  0.59456  -0.87558  0.3305
H  -2.03254  -1.55600  0.14364  0.2749
H  -0.57800  -1.80114  -0.87688  0.2733
H  -1.67878  -0.38260  -1.13258  0.2601
H  -1.31983  1.68435  0.12093  0.2828
H  0.07591  1.97177  1.17901  0.3255
H  0.23902  2.17201  -0.59126  0.3190